The following is a quantum chemistry calculation of 3 unconnected molecules or ions with the total composition C30H36FNO10, from OMol25.

XYZ file:
```
78
Properties=species:S:1:pos:R:3:lowdin_charge:R:1
C -1.669 -3.929 7.718 -0.093
C -2.348 -3.835 6.339 -0.194
C -1.335 -3.851 5.172 -0.282
F -0.238 -3.098 5.544 0.001
C -1.981 -3.218 3.931 -0.129
C -3.287 -3.581 3.632 0.061
C -3.924 -3.012 2.545 -0.162
O -5.259 -3.343 2.252 0.079
C -5.314 -4.392 1.470 -0.317
N -5.337 -5.126 0.572 0.188
C -3.236 -2.094 1.777 -0.008
C -1.928 -1.745 2.068 -0.053
C -1.282 -2.315 3.151 0.073
C -1.291 -0.710 1.171 -0.240
O -0.147 -0.788 0.794 0.146
C -2.230 0.401 0.764 -0.025
C -1.845 1.733 0.653 -0.104
C -0.424 2.177 0.898 -0.145
O 0.004 1.940 2.229 -0.082
C 0.850 2.937 2.738 -0.247
O 0.745 2.980 4.131 -0.096
C -0.540 3.376 4.552 -0.185
C -0.638 3.160 6.109 -0.207
O 0.389 2.285 6.558 -0.065
C -2.818 2.657 0.309 -0.014
C -4.138 2.319 0.070 -0.044
C -4.515 0.986 0.142 0.001
C -3.552 0.060 0.490 -0.086
C -3.910 -1.400 0.603 -0.245
O -4.671 -1.969 -0.138 0.153
H -0.860 -4.659 7.767 0.078
H -2.426 -4.256 8.443 0.072
H -1.370 -2.931 8.039 0.074
H -2.903 -2.894 6.272 0.120
H -3.054 -4.660 6.221 0.107
H -1.053 -4.875 4.904 0.159
H -3.856 -4.295 4.216 0.136
H -0.260 -2.038 3.386 0.138
H -0.371 3.242 0.629 0.125
H 0.258 1.676 0.193 0.116
H 0.624 3.943 2.343 0.135
H 1.898 2.704 2.515 0.145
H -0.732 4.430 4.303 0.124
H -1.329 2.757 4.107 0.115
H -1.600 2.707 6.372 0.111
H -0.515 4.124 6.604 0.112
H 0.171 1.418 6.201 0.086
H -2.538 3.706 0.249 0.120
H -4.899 3.052 -0.172 0.111
H -5.526 0.631 -0.027 0.126
O 1.304 1.881 -2.101 0.084
C 1.776 0.848 -2.502 -0.530
O 1.644 0.524 -3.793 0.010
C 2.317 -0.590 -4.407 -0.230
C 1.545 -1.878 -4.202 -0.059
C 2.437 -0.124 -1.554 0.014
H 3.348 -0.661 -4.056 0.116
H 2.370 -0.357 -5.472 0.084
H 1.460 -2.138 -3.145 0.065
H 2.036 -2.702 -4.721 0.081
H 0.530 -1.774 -4.588 0.083
H 1.666 -0.729 -1.076 0.077
H 2.962 0.448 -0.791 0.091
H 3.171 -0.774 -2.025 0.069
O 3.473 -0.258 -7.093 0.092
C 4.193 0.537 -7.638 -0.507
O 4.359 1.748 -7.088 0.012
C 5.320 2.704 -7.546 -0.231
C 4.783 3.526 -8.699 -0.064
C 4.839 0.227 -8.966 0.016
H 6.266 2.216 -7.786 0.114
H 5.513 3.353 -6.694 0.124
H 4.563 2.905 -9.568 0.067
H 5.506 4.288 -8.993 0.082
H 3.853 4.016 -8.411 0.086
H 4.122 0.424 -9.762 0.098
H 5.102 -0.829 -8.978 0.092
H 5.754 0.783 -9.156 0.070
```

Summary:
Strongest force on any atom (eV Å⁻¹): 1.7
LUMO level (eV): -0.7
E_tot (eV): -56373.832